Entry 1:
ORCA calculation (ωB97M-V/def2-TZVPD) on a cluster of 2 separate species, C12H37ClN5O5P2S2Si2 in total.

Positions of all 66 atoms, in Å:
Cl (0.800, -1.136, -6.362)
S (-1.561, -1.627, 3.131)
S (-3.926, -3.469, 0.488)
P (-1.594, -0.397, 1.583)
P (-2.086, -3.436, -0.134)
Si (-1.265, -1.351, -0.479)
Si (1.448, -0.286, -1.289)
O (3.311, -1.092, 3.639)
O (-3.592, -0.677, -1.522)
O (0.329, -1.461, -0.860)
O (-3.300, 4.555, -0.808)
O (-4.786, 1.338, -1.414)
N (1.118, 3.590, 0.421)
N (1.925, 1.663, 1.415)
N (2.016, -2.879, 4.333)
N (2.875, -0.755, -0.423)
N (3.004, 2.578, -0.535)
C (-4.525, 0.184, -2.145)
C (3.235, -1.940, 4.453)
C (-4.201, 2.569, -1.805)
C (0.813, 1.406, -0.748)
C (-2.232, -0.442, -1.807)
C (1.728, 2.302, 0.128)
C (4.144, -2.268, 5.585)
C (-0.048, -0.637, -4.875)
C (1.776, -0.318, -3.114)
C (-3.369, 3.150, -0.669)
C (0.768, 0.362, -4.064)
C (0.874, -2.424, 5.200)
H (4.901, -2.967, 5.220)
H (-1.120, -3.984, 0.729)
H (2.109, 0.676, 1.281)
H (1.305, 1.001, -4.765)
H (-1.772, -4.129, -1.319)
H (1.702, -2.821, 3.359)
H (-2.367, 2.711, -0.656)
H (0.572, -1.440, 4.856)
H (3.687, 1.874, -0.295)
H (3.717, -0.759, -0.986)
H (2.798, -1.676, -0.011)
H (-2.783, 0.332, 1.433)
H (0.063, 1.006, -3.527)
H (-3.862, 2.899, 0.276)
H (2.731, 2.062, 1.883)
H (3.627, -2.728, 6.425)
H (-0.218, -1.557, -4.312)
H (2.947, 2.645, -1.544)
H (-4.161, 0.445, -3.151)
H (-1.985, 0.628, -1.798)
H (-0.654, 0.644, 1.665)
H (-5.443, -0.396, -2.208)
H (4.641, -1.355, 5.903)
H (-1.931, -0.833, -2.792)
H (-4.994, 3.284, -2.037)
H (2.777, 0.111, -3.248)
H (0.954, 4.130, -0.421)
H (-2.385, 4.856, -0.848)
H (0.053, -3.117, 5.052)
H (0.246, 3.469, 0.924)
H (2.259, -3.847, 4.550)
H (1.877, -1.373, -3.400)
H (0.620, 1.980, -1.664)
H (-1.014, -0.240, -5.180)
H (-3.602, 2.424, -2.714)
H (-0.155, 1.353, -0.242)
H (1.181, -2.413, 6.243)

Summary:
- total charge = +1
- DFT total energy (eV) = -99254.8343
- gap between HOMO and LUMO (eV) = 6.99

Entry 2:
ORCA calculation (ωB97M-V/def2-TZVPD) on a structure of composition C12H38CdN3O8PbZn at a distorted geometry.

Positions of all 64 atoms, in Å:
Pb (-0.413, 2.474, -4.897)
Cd (-3.683, 0.071, -1.588)
Zn (-1.855, 3.275, 1.541)
O (-2.205, -1.247, -4.258)
O (-0.764, 1.259, -0.814)
O (-4.346, -7.156, 1.772)
O (-4.653, 1.661, 1.391)
O (-2.320, 5.852, -0.164)
O (0.039, 1.390, 3.916)
O (-4.263, 2.730, -3.568)
O (3.532, 3.723, -3.325)
N (-2.992, -4.181, -0.041)
N (3.627, 1.027, -4.487)
N (1.348, 3.521, 2.647)
C (4.676, 2.940, -3.149)
C (3.643, 5.087, -2.934)
C (-3.809, -5.838, 1.532)
C (-5.653, -7.194, 1.478)
C (-0.600, 0.559, 4.891)
C (5.499, 0.580, -3.138)
C (-3.712, -5.430, 0.063)
C (3.383, 3.112, 3.919)
C (-3.013, -6.437, -0.957)
C (2.121, 2.510, 3.283)
C (1.322, 1.824, 4.413)
C (4.271, 1.434, -3.220)
H (-0.716, 1.068, 5.848)
H (-0.011, -0.315, 5.169)
H (2.345, 1.754, 2.530)
H (1.041, 2.531, 5.194)
H (5.485, -0.449, -3.497)
H (-4.763, -5.300, -0.196)
H (4.458, 5.614, -3.430)
H (-0.188, 0.489, -0.641)
H (-1.507, 6.361, -0.350)
H (3.490, 1.239, -2.486)
H (-6.170, -8.010, 1.985)
H (-2.601, -4.150, -0.971)
H (-4.907, 2.308, -4.170)
H (1.848, 0.966, 4.832)
H (-2.296, -2.128, -4.671)
H (4.127, 3.411, 3.181)
H (-1.593, 0.362, 4.487)
H (-5.046, 1.756, 2.281)
H (6.251, 1.067, -3.757)
H (-6.200, -6.285, 1.730)
H (3.808, 5.118, -1.857)
H (1.368, 4.327, 3.255)
H (-2.015, -6.712, -0.616)
H (4.242, 1.219, -5.265)
H (-5.705, -7.321, 0.397)
H (3.167, 3.948, 4.584)
H (3.706, 0.021, -4.448)
H (5.287, 3.034, -2.251)
H (-2.781, -5.866, 1.893)
H (5.825, 0.572, -2.098)
H (-4.304, -5.065, 2.121)
H (2.736, 5.627, -3.205)
H (5.409, 3.042, -3.949)
H (3.899, 2.356, 4.511)
H (-3.023, -6.186, -2.018)
H (-3.548, -7.381, -0.853)
H (-2.213, -4.236, 0.600)
H (1.919, 3.667, 1.827)

Summary:
- total charge = +1
- DFT total energy (eV) = -92112.0959
- gap between HOMO and LUMO (eV) = 3.51

Entry 3:
ORCA calculation (ωB97M-V/def2-TZVPD) on a cluster of 8 separate species, C12H38ClO11 in total at a distorted geometry.

Positions of all 62 atoms, in Å:
Cl (-1.013, 0.039, 0.567)
O (0.193, 0.047, -0.242)
O (-0.353, -4.420, -2.799)
O (2.276, 1.405, 1.494)
O (3.584, -2.620, -0.107)
O (1.129, -2.563, -1.427)
O (-4.634, 0.158, 1.550)
O (-4.030, 2.928, -0.692)
O (2.475, 1.091, -2.094)
O (-1.443, 1.384, 0.852)
O (-0.682, -0.669, 1.787)
O (-2.096, -0.630, -0.119)
C (-4.144, 4.291, -2.652)
C (-1.665, -4.456, -2.254)
C (2.576, -1.996, 2.044)
C (3.327, -1.535, 0.804)
C (-3.359, 3.207, -1.924)
C (4.629, -0.822, 1.171)
C (-2.454, -3.216, -2.631)
C (-1.644, -4.649, -0.740)
C (2.923, 3.466, 2.476)
C (1.151, 2.058, 3.539)
C (1.766, 2.526, 2.247)
C (-1.911, 3.572, -1.695)
H (-4.766, -0.637, 2.074)
H (0.784, -1.853, -0.871)
H (2.697, -0.810, 0.285)
H (2.069, -1.153, 2.515)
H (-1.380, 2.710, -1.279)
H (-2.554, -3.153, -3.715)
H (-0.899, -5.406, -0.468)
H (-3.822, 5.283, -2.323)
H (-1.372, -3.734, -0.209)
H (2.057, -2.605, -1.141)
H (1.787, -2.718, 1.816)
H (0.847, 2.911, 4.153)
H (-1.743, 4.467, -1.099)
H (-2.597, -5.045, -0.382)
H (-3.438, -3.240, -2.155)
H (3.872, -3.388, 0.394)
H (-3.821, -0.024, 1.060)
H (3.567, 3.127, 3.294)
H (-1.952, -2.315, -2.277)
H (3.534, 3.566, 1.581)
H (-5.211, 4.199, -2.448)
H (1.738, 0.895, -1.501)
H (5.045, -0.343, 0.281)
H (-1.357, 3.691, -2.637)
H (-2.117, -5.365, -2.666)
H (3.253, -2.457, 2.772)
H (2.566, 4.457, 2.773)
H (0.249, 1.462, 3.371)
H (-3.386, 2.301, -2.549)
H (1.015, 3.028, 1.627)
H (-3.982, 4.211, -3.727)
H (2.835, 0.226, -2.308)
H (4.450, -0.038, 1.906)
H (1.569, 0.750, 1.561)
H (1.861, 1.452, 4.106)
H (0.161, -3.764, -2.289)
H (5.372, -1.534, 1.542)
H (-3.531, 2.250, -0.221)

Summary:
- total charge = -1
- DFT total energy (eV) = -48101.4571
- gap between HOMO and LUMO (eV) = 9.74

Entry 4:
ORCA calculation (ωB97M-V/def2-TZVPD) on a cluster of 6 separate species, C12H38N2O8 in total at a distorted geometry.

Positions of all 60 atoms, in Å:
O (-11.671, -16.315, -14.539)
O (-6.582, -23.456, -10.005)
O (-12.328, -20.148, -11.182)
O (-14.255, -25.166, -10.378)
O (-12.304, -17.782, -12.376)
O (-13.824, -17.465, -9.469)
O (-11.291, -25.123, -11.231)
O (-14.065, -22.011, -14.223)
N (-9.536, -22.454, -12.118)
N (-16.189, -20.245, -16.658)
C (-13.120, -25.262, -9.505)
C (-13.210, -19.967, -12.320)
C (-13.802, -23.350, -13.837)
C (-16.167, -19.977, -14.223)
C (-13.518, -18.496, -12.548)
C (-7.581, -23.556, -10.968)
C (-5.649, -24.535, -10.053)
C (-9.365, -22.133, -9.690)
C (-11.927, -24.464, -10.031)
C (-8.599, -22.435, -10.995)
C (-14.841, -21.820, -15.418)
C (-15.420, -20.415, -15.481)
H (-4.696, -24.189, -9.653)
H (-11.709, -15.380, -14.340)
H (-14.159, -20.477, -12.157)
H (-12.222, -23.431, -10.213)
H (-8.663, -21.720, -8.965)
H (-14.527, -19.791, -15.463)
H (-14.330, -18.011, -12.005)
H (-12.054, -21.061, -11.296)
H (-12.097, -16.737, -13.792)
H (-7.911, -21.665, -11.345)
H (-15.869, -20.546, -13.342)
H (-11.972, -25.614, -11.697)
H (-9.006, -22.687, -12.946)
H (-12.664, -20.286, -13.207)
H (-10.158, -21.385, -9.724)
H (-5.505, -25.065, -10.995)
H (-17.252, -20.017, -14.315)
H (-14.181, -22.139, -16.225)
H (-13.190, -23.901, -14.551)
H (-11.729, -18.351, -11.859)
H (-8.298, -24.338, -10.716)
H (-7.212, -23.699, -11.983)
H (-16.552, -19.308, -16.561)
H (-12.741, -26.282, -9.443)
H (-5.977, -25.342, -9.398)
H (-10.065, -23.306, -11.994)
H (-13.368, -17.878, -8.736)
H (-14.760, -23.819, -13.615)
H (-11.139, -24.419, -9.280)
H (-13.391, -17.813, -10.248)
H (-15.738, -22.425, -15.543)
H (-14.852, -24.475, -10.081)
H (-9.701, -23.026, -9.164)
H (-13.394, -24.956, -8.496)
H (-16.066, -18.900, -14.090)
H (-13.304, -23.284, -12.869)
H (-13.998, -18.315, -13.510)
H (-17.003, -20.776, -16.384)

Summary:
- total charge = 0
- DFT total energy (eV) = -32416.5229
- SMILES = COC[C@H](C)N.COC[C@H](C)N.OCCO.OCCO.O.O
- gap between HOMO and LUMO (eV) = 9.79

Copy entry 2 word for word.
ORCA calculation (ωB97M-V/def2-TZVPD) on a structure of composition C12H38CdN3O8PbZn at a distorted geometry.

Positions of all 64 atoms, in Å:
Pb (-0.413, 2.474, -4.897)
Cd (-3.683, 0.071, -1.588)
Zn (-1.855, 3.275, 1.541)
O (-2.205, -1.247, -4.258)
O (-0.764, 1.259, -0.814)
O (-4.346, -7.156, 1.772)
O (-4.653, 1.661, 1.391)
O (-2.320, 5.852, -0.164)
O (0.039, 1.390, 3.916)
O (-4.263, 2.730, -3.568)
O (3.532, 3.723, -3.325)
N (-2.992, -4.181, -0.041)
N (3.627, 1.027, -4.487)
N (1.348, 3.521, 2.647)
C (4.676, 2.940, -3.149)
C (3.643, 5.087, -2.934)
C (-3.809, -5.838, 1.532)
C (-5.653, -7.194, 1.478)
C (-0.600, 0.559, 4.891)
C (5.499, 0.580, -3.138)
C (-3.712, -5.430, 0.063)
C (3.383, 3.112, 3.919)
C (-3.013, -6.437, -0.957)
C (2.121, 2.510, 3.283)
C (1.322, 1.824, 4.413)
C (4.271, 1.434, -3.220)
H (-0.716, 1.068, 5.848)
H (-0.011, -0.315, 5.169)
H (2.345, 1.754, 2.530)
H (1.041, 2.531, 5.194)
H (5.485, -0.449, -3.497)
H (-4.763, -5.300, -0.196)
H (4.458, 5.614, -3.430)
H (-0.188, 0.489, -0.641)
H (-1.507, 6.361, -0.350)
H (3.490, 1.239, -2.486)
H (-6.170, -8.010, 1.985)
H (-2.601, -4.150, -0.971)
H (-4.907, 2.308, -4.170)
H (1.848, 0.966, 4.832)
H (-2.296, -2.128, -4.671)
H (4.127, 3.411, 3.181)
H (-1.593, 0.362, 4.487)
H (-5.046, 1.756, 2.281)
H (6.251, 1.067, -3.757)
H (-6.200, -6.285, 1.730)
H (3.808, 5.118, -1.857)
H (1.368, 4.327, 3.255)
H (-2.015, -6.712, -0.616)
H (4.242, 1.219, -5.265)
H (-5.705, -7.321, 0.397)
H (3.167, 3.948, 4.584)
H (3.706, 0.021, -4.448)
H (5.287, 3.034, -2.251)
H (-2.781, -5.866, 1.893)
H (5.825, 0.572, -2.098)
H (-4.304, -5.065, 2.121)
H (2.736, 5.627, -3.205)
H (5.409, 3.042, -3.949)
H (3.899, 2.356, 4.511)
H (-3.023, -6.186, -2.018)
H (-3.548, -7.381, -0.853)
H (-2.213, -4.236, 0.600)
H (1.919, 3.667, 1.827)

Summary:
- total charge = +1
- DFT total energy (eV) = -92112.0959
- gap between HOMO and LUMO (eV) = 3.51